{"formula": "C19H46BrN3O2", "method": "ωB97M-V/def2-TZVPD", "largest_force_ev_per_a": 4.57, "total_energy_ha": -3639.62329, "homo_lumo_gap_ha": 0.170, "charge": 2, "homo_energy_ha": -0.32337, "symbols": ["Br", "C", "C", "O", "N", "H", "H", "C", "H", "H", "H", "H", "H", "H", "C", "N", "C", "C", "C", "C", "O", "H", "H", "H", "H", "H", "H", "H", "H", "H", "H", "H", "H", "H", "H", "C", "C", "C", "C", "N", "C", "C", "C", "C", "C", "C", "C", "H", "H", "H", "H", "H", "H", "H", "H", "H", "H", "H", "H", "H", "H", "H", "H", "H", "H", "H", "H", "H", "H", "H", "H"], "xyz": [[-1.989, -2.568, -4.222], [-6.460, 1.485, -9.101], [-5.036, 1.925, -8.753], [-4.145, 1.994, -9.595], [-4.827, 2.356, -7.267], [-5.681, 2.780, -6.933], [-4.752, 1.509, -6.723], [-3.534, 3.262, -7.115], [-6.696, 0.619, -8.483], [-6.429, 1.206, -10.154], [-7.127, 2.297, -8.811], [-3.577, 4.050, -7.867], [-2.663, 2.607, -7.141], [-3.738, 3.654, -6.119], [4.176, -6.314, -2.470], [5.093, -5.182, -1.977], [5.254, -4.199, -3.146], [4.447, -4.483, -0.783], [6.457, -5.721, -1.507], [6.406, -6.883, -0.485], [5.979, -6.373, 0.780], [3.263, -5.945, -2.937], [3.814, -6.840, -1.586], [4.615, -7.058, -3.134], [5.681, -4.607, -4.062], [6.006, -3.505, -2.772], [4.359, -3.602, -3.325], [4.143, -5.178, -0.001], [3.495, -4.150, -1.196], [5.083, -3.640, -0.514], [7.150, -4.959, -1.149], [6.987, -6.005, -2.416], [7.439, -7.231, -0.446], [5.814, -7.704, -0.889], [6.262, -6.962, 1.483], [2.230, 3.534, 1.910], [1.738, 3.338, 3.304], [0.569, 2.369, 3.610], [-0.857, 2.783, 3.117], [-2.098, 2.103, 3.827], [-1.889, 0.570, 3.763], [-3.197, -0.087, 3.323], [-3.786, 0.998, 2.411], [-3.432, 2.341, 3.126], [-1.961, 2.485, 5.376], [-2.126, 3.936, 5.587], [-1.961, 4.198, 7.015], [1.309, 3.795, 1.389], [2.746, 2.664, 1.504], [2.936, 4.364, 1.884], [1.564, 4.284, 3.817], [2.632, 2.992, 3.822], [0.703, 2.222, 4.681], [0.815, 1.387, 3.205], [-0.869, 2.494, 2.066], [-0.989, 3.865, 3.109], [-1.411, 0.225, 4.680], [-1.261, 0.374, 2.894], [-3.808, -0.310, 4.197], [-3.063, -1.071, 2.874], [-4.859, 0.930, 2.234], [-3.260, 1.004, 1.457], [-4.116, 2.634, 3.923], [-3.352, 3.152, 2.402], [-1.040, 2.165, 5.863], [-2.835, 1.990, 5.799], [-3.168, 4.185, 5.385], [-1.510, 4.663, 5.057], [-2.317, 5.200, 7.254], [-0.908, 4.124, 7.285], [-2.441, 3.465, 7.663]], "forces_ev_per_a": [[0.0, 0.3, 0.0], [1.5, 0.1, 1.0], [1.1, -0.3, -3.7], [-2.3, 0.2, 3.9], [1.7, 0.3, -2.0], [-0.2, 0.6, 0.0], [0.5, -0.6, 0.4], [-2.0, -0.8, 0.9], [-0.2, -0.1, 0.0], [-0.4, 0.3, 0.2], [-0.3, -0.1, -0.4], [0.1, -0.4, 0.0], [-0.2, 0.2, -0.2], [0.7, 0.3, -0.1], [-0.5, -0.2, 1.2], [-0.1, -0.7, -0.5], [1.1, 0.8, 1.4], [-1.2, 0.0, -1.6], [0.1, -0.7, -0.6], [0.3, 1.1, -0.5], [0.0, -0.2, -0.8], [0.3, 0.6, -0.1], [0.2, -0.1, 0.0], [0.6, 0.5, 0.0], [-0.4, -0.6, 0.3], [0.0, 0.2, -0.1], [-0.2, -0.6, 0.1], [0.9, 0.0, 0.0], [0.0, 0.6, 0.1], [-0.1, -0.3, 0.3], [-0.9, 0.7, 0.4], [-0.3, -0.7, -0.1], [0.1, -0.1, 0.1], [-0.3, -0.1, 0.3], [0.1, -0.2, 0.0], [-0.9, 0.5, -0.5], [0.7, -0.2, 1.4], [0.3, -0.2, 0.2], [0.3, -0.4, -0.2], [3.2, -0.7, 0.7], [0.2, -0.2, -1.2], [-0.5, 0.5, 1.1], [0.4, 0.6, 0.7], [0.2, -0.3, 0.2], [-1.3, -0.1, -2.0], [-1.5, 0.9, -0.7], [0.8, 0.5, 2.2], [0.5, 0.1, -1.1], [-0.4, -0.1, -0.1], [-0.2, 0.0, -0.1], [-0.4, 0.3, -0.3], [-0.3, -0.5, 0.6], [-0.7, 0.1, 0.2], [-0.1, 0.0, -0.3], [-0.5, -0.2, 0.0], [-0.2, -0.1, 0.4], [-0.2, 0.0, -0.2], [0.6, 0.3, 0.3], [-0.4, 0.4, 0.0], [0.3, 0.3, -0.3], [0.1, -0.1, 0.0], [-0.1, -0.2, -0.1], [-0.2, -0.2, -0.2], [0.2, 0.1, 0.3], [0.0, -0.6, -0.8], [0.2, -0.2, 0.3], [-0.1, 0.2, -0.6], [0.2, -0.5, -0.4], [0.1, -0.1, 0.3], [0.2, 0.2, 0.1], [-0.4, 0.1, 0.0]]}

{"formula": "C19H46Cl2N10O21", "method": "ωB97M-V/def2-TZVPD", "largest_force_ev_per_a": 0.48, "total_energy_ha": -3798.65633, "homo_lumo_gap_ha": 0.349, "homo_energy_ha": -0.36136, "symbols": ["C", "C", "C", "C", "C", "C", "O", "N", "C", "O", "O", "C", "Cl", "C", "C", "Cl", "H", "H", "H", "H", "H", "H", "H", "H", "H", "H", "H", "H", "H", "H", "H", "H", "H", "H", "H", "C", "N", "O", "O", "H", "H", "H", "C", "N", "O", "O", "H", "H", "H", "C", "N", "O", "O", "H", "H", "H", "C", "N", "O", "O", "H", "H", "H", "C", "N", "O", "O", "H", "H", "H", "C", "N", "O", "O", "H", "H", "H", "C", "N", "O", "O", "H", "H", "H", "C", "N", "O", "O", "H", "H", "H", "C", "N", "O", "O", "H", "H", "H"], "xyz": [[0.892, -0.255, 1.188], [-0.266, -1.158, 0.735], [-1.195, -1.445, 1.918], [-0.954, -0.534, -0.501], [0.061, -0.511, -1.673], [-2.244, -1.252, -0.922], [-3.461, -0.499, -0.844], [-3.790, -0.140, 0.463], [-4.579, -1.080, 1.144], [-4.973, -0.895, 2.261], [-4.793, -2.203, 0.440], [-4.285, 1.208, 0.533], [-5.826, 1.401, -0.393], [-3.270, 2.291, 0.186], [-3.749, 3.667, 0.620], [-2.826, 2.352, -1.544], [1.354, -0.648, 2.093], [0.495, 0.745, 1.388], [1.674, -0.164, 0.435], [0.153, -2.117, 0.400], [-1.716, -2.400, 1.810], [-1.917, -0.645, 2.087], [-0.597, -1.541, 2.827], [-1.202, 0.508, -0.278], [-0.237, -1.165, -2.497], [0.193, 0.498, -2.068], [1.035, -0.855, -1.330], [-2.364, -2.204, -0.392], [-2.216, -1.484, -1.987], [-5.050, -2.875, 1.086], [-4.555, 1.358, 1.578], [-2.367, 2.047, 0.750], [-2.962, 4.391, 0.418], [-3.956, 3.671, 1.692], [-4.635, 3.973, 0.064], [4.073, 1.165, 4.640], [3.445, 0.947, 3.308], [3.794, -0.026, 2.671], [2.624, 1.764, 2.952], [4.778, 0.362, 4.820], [4.563, 2.134, 4.607], [3.273, 1.174, 5.374], [-1.179, 5.935, 4.224], [-1.596, 5.711, 2.815], [-1.177, 4.725, 2.243], [-2.340, 6.534, 2.322], [-0.518, 5.126, 4.512], [-0.675, 6.896, 4.264], [-2.073, 5.957, 4.838], [-4.345, -3.088, -3.080], [-3.498, -3.791, -4.080], [-4.006, -4.652, -4.764], [-2.332, -3.449, -4.135], [-5.352, -3.484, -3.130], [-3.891, -3.257, -2.108], [-4.319, -2.029, -3.318], [3.150, -1.983, -4.186], [3.137, -2.086, -2.704], [3.336, -1.085, -2.050], [2.921, -3.186, -2.229], [3.352, -0.954, -4.455], [3.927, -2.653, -4.546], [2.174, -2.306, -4.538], [-2.656, 2.169, -5.022], [-2.052, 1.988, -6.371], [-0.849, 2.103, -6.475], [-2.814, 1.733, -7.280], [-1.862, 2.390, -4.320], [-3.370, 2.984, -5.093], [-3.170, 1.246, -4.769], [-2.593, 6.454, 9.244], [-2.031, 6.408, 7.866], [-0.837, 6.564, 7.728], [-2.817, 6.213, 6.961], [-1.778, 6.634, 9.935], [-3.326, 7.255, 9.262], [-3.077, 5.499, 9.424], [1.379, -5.337, -0.037], [1.535, -4.921, 1.384], [2.561, -5.219, 1.955], [0.614, -4.302, 1.877], [2.273, -5.874, -0.330], [0.493, -5.964, -0.091], [1.246, -4.435, -0.628], [5.869, -0.685, -0.059], [6.847, 0.436, -0.126], [6.452, 1.554, 0.126], [7.988, 0.148, -0.430], [4.900, -0.286, 0.216], [5.844, -1.150, -1.039], [6.241, -1.385, 0.683], [6.184, -5.321, -5.319], [5.664, -4.432, -6.395], [5.535, -4.893, -7.504], [5.405, -3.285, -6.077], [6.369, -6.298, -5.747], [7.094, -4.865, -4.939], [5.429, -5.357, -4.539]], "forces_ev_per_a": [[-0.4, -0.1, -0.2], [0.1, 0.1, 0.0], [0.2, -0.1, 0.1], [0.3, -0.1, -0.2], [-0.1, 0.0, 0.1], [0.1, -0.1, -0.1], [-0.2, 0.0, -0.1], [-0.2, -0.1, -0.4], [0.1, 0.2, -0.1], [-0.1, 0.0, 0.2], [0.4, -0.2, 0.0], [0.2, 0.0, 0.2], [0.0, 0.0, -0.1], [-0.2, 0.1, 0.4], [0.1, 0.1, -0.3], [0.0, 0.0, -0.1], [0.0, 0.0, 0.0], [0.2, 0.0, 0.1], [0.0, 0.1, 0.1], [0.0, 0.0, 0.1], [-0.2, 0.2, -0.1], [0.0, 0.0, 0.0], [0.0, 0.0, 0.0], [-0.1, -0.1, 0.1], [-0.1, 0.1, 0.0], [0.0, -0.1, -0.1], [0.0, 0.1, -0.1], [0.0, 0.1, 0.1], [0.0, 0.0, 0.0], [-0.3, 0.1, 0.0], [0.0, 0.0, -0.1], [0.0, -0.1, -0.2], [0.0, 0.0, 0.1], [0.0, 0.0, 0.0], [0.0, -0.1, 0.1], [0.0, -0.1, 0.0], [0.0, 0.1, 0.0], [0.1, 0.0, 0.0], [0.0, 0.0, 0.0], [0.0, 0.0, 0.0], [0.0, 0.0, 0.0], [0.0, 0.0, 0.0], [0.1, -0.1, 0.0], [0.0, 0.0, 0.0], [0.1, 0.0, 0.0], [0.0, 0.0, 0.0], [0.0, 0.0, 0.0], [0.0, 0.0, 0.0], [0.0, 0.1, -0.1], [-0.1, 0.0, 0.0], [0.0, 0.0, 0.0], [0.0, 0.0, 0.0], [0.0, 0.0, 0.0], [0.0, 0.0, 0.0], [0.0, 0.1, 0.0], [0.0, 0.0, 0.0], [0.0, 0.1, 0.0], [-0.1, 0.0, 0.1], [0.1, 0.0, -0.1], [0.0, 0.0, 0.0], [0.0, 0.0, 0.0], [-0.1, 0.1, 0.0], [0.0, 0.0, 0.0], [0.1, 0.0, 0.1], [0.0, 0.0, 0.0], [0.0, 0.0, 0.0], [0.0, 0.0, 0.0], [0.0, 0.0, 0.0], [0.0, 0.0, 0.0], [0.0, 0.0, 0.0], [0.0, 0.0, 0.0], [0.0, 0.0, -0.1], [0.0, 0.0, 0.0], [-0.1, 0.0, 0.1], [0.0, 0.0, 0.0], [0.0, 0.0, 0.0], [0.0, 0.0, 0.0], [0.0, 0.0, 0.0], [0.0, 0.0, 0.0], [0.0, 0.0, 0.0], [0.0, 0.0, 0.0], [0.0, 0.0, 0.0], [0.0, 0.0, 0.0], [0.0, 0.0, 0.0], [-0.1, 0.0, 0.1], [0.0, 0.0, 0.0], [0.0, 0.0, 0.0], [0.0, 0.0, 0.0], [0.0, 0.0, 0.0], [0.0, 0.0, 0.0], [0.0, 0.0, 0.0], [0.0, -0.1, 0.0], [0.0, 0.0, 0.0], [0.0, 0.0, 0.0], [0.0, -0.1, 0.0], [0.0, 0.0, 0.0], [0.0, 0.0, 0.0], [0.0, 0.0, 0.0]]}